Arrangement one

Computed, not measured: a cluster of 10 separate species, C20H60O20 in total, with the ωB97M-V functional and the def2-TZVPD basis.

```
! wB97M-V def2-TZVPD RIJCOSX def2/J DEFGRID3
* xyz 0 1
O -5.546 -1.839 1.572
C -4.135 -1.917 1.374
C -3.847 -2.804 0.156
O -2.504 -2.970 -0.143
H -5.594 -1.358 2.302
H -3.713 -1.035 1.341
H -3.664 -2.181 2.455
H -4.128 -2.369 -0.816
H -4.274 -3.882 0.322
H -2.250 -3.839 0.130
O -1.965 3.139 0.276
C -2.252 2.129 1.209
C -3.127 2.798 2.266
O -3.442 1.652 3.079
H -2.022 2.791 -0.607
H -2.754 1.204 0.780
H -1.238 1.660 1.668
H -3.848 3.288 1.917
H -2.656 3.702 2.849
H -2.666 1.215 3.557
O -0.747 -0.670 -0.904
C -0.111 -0.939 0.358
C 1.334 -0.737 0.154
O 2.110 -1.052 1.354
H -0.761 -1.461 -1.458
H -0.600 -0.076 1.017
H -0.232 -1.983 0.481
H 1.504 0.408 -0.071
H 1.797 -1.342 -0.594
H 1.832 -1.908 1.679
O -1.983 1.422 -1.977
C -3.279 0.996 -2.207
C -4.327 2.201 -2.362
O -5.637 1.674 -2.559
H -1.399 0.678 -1.591
H -3.278 0.344 -3.197
H -3.643 0.362 -1.366
H -3.843 2.809 -3.124
H -4.324 2.768 -1.350
H -6.195 2.288 -2.836
O 2.042 0.816 4.071
C 0.705 1.098 3.632
C -0.249 0.245 4.504
O -1.546 0.046 3.988
H 2.369 1.290 4.887
H 0.419 2.137 3.839
H 0.673 0.867 2.587
H -0.255 0.255 5.537
H 0.113 -0.769 4.439
H -1.995 -0.686 4.454
O -0.810 0.519 -5.140
C 0.183 1.405 -4.864
C 1.273 0.528 -4.290
O 2.337 1.305 -3.745
H -0.435 -0.123 -5.864
H 0.445 1.768 -5.820
H -0.130 2.147 -4.118
H 1.766 -0.171 -5.150
H 0.621 -0.328 -3.645
H 2.192 1.658 -2.901
O 2.724 2.372 -0.977
C 1.505 3.186 -0.702
C 1.967 4.365 0.061
O 0.838 5.177 0.532
H 2.819 1.586 -0.331
H 0.916 3.372 -1.566
H 0.602 2.548 -0.077
H 2.549 5.066 -0.746
H 2.609 4.078 0.761
H 0.429 5.623 -0.292
O -1.138 -2.116 -3.433
C -0.632 -3.308 -3.943
C 0.822 -3.217 -4.185
O 1.310 -4.439 -4.676
H -1.822 -2.021 -4.016
H -0.983 -3.938 -3.376
H -1.148 -3.540 -4.822
H 1.148 -3.054 -3.249
H 1.160 -2.331 -4.621
H 0.809 -4.508 -5.426
O 2.947 -5.691 1.390
C 2.721 -4.399 1.928
C 1.372 -4.473 2.740
O 1.151 -3.144 3.192
H 3.736 -5.721 0.811
H 3.485 -4.224 2.484
H 2.787 -3.675 1.143
H 1.533 -5.386 3.517
H 0.420 -5.049 2.176
H 1.009 -3.273 4.105
O 4.121 0.772 1.084
C 4.459 1.764 2.090
C 5.595 2.676 1.638
O 6.002 3.522 2.683
H 3.794 0.044 1.565
H 3.543 2.416 2.274
H 4.577 1.283 3.171
H 5.373 3.432 0.935
H 6.439 2.100 1.235
H 6.163 2.938 3.415
*
```

Calculated values
SMILES: OCCO.OCCO.OCCO.OCCO.OCCO.OCCO.OCCO.OCCO.OCCO.OCCO
Orbital gap (eV): 9.1
LUMO energy (eV): -0.1

=====

Arrangement two

Computed, not measured: a cluster of 10 separate species, C20H60O20 in total, with the ωB97M-V functional and the def2-TZVPD basis.

```
! wB97M-V def2-TZVPD RIJCOSX def2/J DEFGRID3
* xyz 0 1
O 0.062 -4.627 -3.380
C 0.919 -3.841 -2.569
C 0.333 -3.821 -1.086
O 0.667 -5.059 -0.464
H -0.261 -5.300 -2.777
H 1.948 -4.182 -2.456
H 0.874 -2.873 -3.067
H -0.734 -3.599 -1.111
H 0.733 -2.948 -0.571
H 1.176 -4.871 0.328
O -1.238 0.936 -6.335
C -1.601 -0.345 -5.939
C -0.527 -1.032 -4.953
O 0.686 -1.473 -5.615
H -1.330 1.098 -7.277
H -2.606 -0.220 -5.535
H -1.797 -1.026 -6.767
H -1.048 -1.821 -4.411
H -0.177 -0.266 -4.260
H 1.338 -0.831 -5.904
O 0.832 -0.198 3.965
C 1.431 0.641 4.934
C 0.549 1.904 5.245
O 0.490 2.791 4.122
H 0.658 0.358 3.201
H 1.712 0.031 5.792
H 2.350 1.080 4.547
H 0.896 2.507 6.084
H -0.470 1.529 5.345
H 0.033 2.300 3.435
O 0.552 4.827 0.183
C 1.789 4.612 -0.498
C 2.080 3.123 -0.664
O 2.356 2.462 0.542
H 0.742 4.885 1.122
H 1.784 5.052 -1.496
H 2.683 5.043 -0.047
H 2.828 2.878 -1.419
H 1.267 2.594 -1.162
H 3.223 2.758 0.828
O 2.420 -0.931 -1.636
C 3.419 -1.190 -2.655
C 4.260 0.062 -2.909
O 3.551 1.079 -3.596
H 1.804 -0.232 -1.866
H 4.060 -2.001 -2.312
H 2.861 -1.565 -3.513
H 5.124 -0.169 -3.532
H 4.569 0.535 -1.977
H 4.046 1.890 -3.457
O -3.612 0.959 4.166
C -3.523 0.650 5.551
C -4.546 -0.423 6.019
O -4.188 -1.664 5.486
H -3.509 0.100 3.749
H -2.505 0.383 5.834
H -3.685 1.543 6.154
H -5.492 -0.132 5.563
H -4.589 -0.569 7.098
H -4.095 -1.561 4.536
O -2.812 0.629 -2.594
C -3.131 1.982 -2.812
C -2.104 3.068 -3.272
O -1.841 3.019 -4.646
H -3.580 0.231 -2.177
H -3.934 2.079 -3.543
H -3.488 2.317 -1.838
H -1.136 2.802 -2.847
H -2.575 4.041 -3.135
H -1.597 2.133 -4.922
O 3.128 -1.239 0.866
C 4.220 -0.305 0.935
C 4.475 0.093 2.331
O 5.785 0.651 2.620
H 2.841 -1.203 -0.049
H 5.047 -0.890 0.533
H 4.052 0.558 0.291
H 4.239 -0.735 2.999
H 3.768 0.874 2.612
H 6.296 -0.103 2.921
O -4.207 -2.917 0.317
C -3.040 -3.261 1.069
C -3.158 -2.958 2.587
O -3.312 -1.601 2.805
H -4.696 -3.730 0.175
H -2.605 -4.231 0.826
H -2.301 -2.633 0.572
H -2.322 -3.425 3.108
H -4.101 -3.450 2.829
H -4.099 -1.419 2.287
O 0.094 1.609 1.721
C -0.955 1.115 0.942
C -0.394 0.113 -0.107
O -0.255 0.753 -1.382
H 0.761 1.984 1.141
H -1.576 0.570 1.654
H -1.479 1.903 0.401
H -1.073 -0.731 -0.230
H 0.594 -0.200 0.228
H -1.101 0.666 -1.827
*
```

Calculated values
SMILES: OCCO.OCCO.OCCO.OCCO.OCCO.OCCO.OCCO.OCCO.OCCO.OCCO
Orbital gap (eV): 9.3
LUMO energy (eV): 0.1

=====

Relative calculated energies, zero for the most stable structure, unit kJ/mol: arrangement one 876.0; arrangement two 0.0.

=====

Arrangement one

Computed, not measured: a cluster of 3 separate species, C4H13NO2 in total, with the ωB97M-V functional and the def2-TZVPD basis.

```
! wB97M-V def2-TZVPD RIJCOSX def2/J DEFGRID3
* xyz -1 2
N -1.958 0.623 -0.160
C -0.992 -0.215 -0.805
C 0.238 -3.524 0.799
C 0.167 -2.052 0.533
C -0.943 -1.470 -0.066
H -2.707 0.006 0.043
H -2.546 1.204 -0.842
H -1.101 -0.574 -1.833
H -0.051 0.343 -0.737
H -0.866 -3.744 0.794
H 0.788 -3.811 1.733
H 0.639 -4.132 -0.056
H 1.096 -1.678 0.033
H -1.979 -2.009 0.018
H 2.868 1.451 -1.120
H 3.051 2.910 -1.303
O 3.516 2.176 -0.795
H -1.140 3.018 0.307
H -0.541 3.861 1.409
O -0.345 3.119 0.784
*
```

Calculated values
Orbital gap (spin up / spin down) (eV): 2.6 / 9.3
LUMO energy (spin up / spin down) (eV): 3.6 / 3.6

=====

Arrangement two

Computed, not measured: a cluster of 3 separate species, C4H13NO2 in total, with the ωB97M-V functional and the def2-TZVPD basis.

```
! wB97M-V def2-TZVPD RIJCOSX def2/J DEFGRID3
* xyz -1 2
C 2.065 1.397 -1.390
C 1.731 0.783 -0.061
C 0.639 0.058 0.308
N 0.678 -0.800 1.478
C 0.026 -2.086 1.229
H 2.385 0.605 -2.094
H 2.948 2.025 -1.232
H 1.275 1.999 -1.840
H 2.422 1.000 0.763
H -0.389 0.075 -0.063
H 1.668 -0.953 1.621
H -0.914 -1.917 0.711
H -0.200 -2.561 2.191
H 0.642 -2.761 0.622
H -1.809 -0.452 -3.015
H -2.549 0.539 -2.068
O -1.996 -0.238 -2.099
H -3.199 0.927 0.942
H -2.293 1.071 2.173
O -3.132 1.287 1.826
*
```

Calculated values
Orbital gap (spin up / spin down) (eV): 2.0 / 6.9
LUMO energy (spin up / spin down) (eV): 3.5 / 3.5

=====

Relative calculated energies, zero for the most stable structure, unit kJ/mol: arrangement one 37.6; arrangement two 0.0.

=====

Arrangement one

Computed, not measured: an isolated molecule of C18H25N3O4, with the ωB97M-V functional and the def2-TZVPD basis.

```
! wB97M-V def2-TZVPD RIJCOSX def2/J DEFGRID3
* xyz 0 1
C -3.536 -3.109 -0.553
C -2.129 -3.109 0.040
C -2.183 -2.960 1.561
C -1.270 -2.027 -0.632
N -1.699 -0.696 -0.244
C -1.529 0.390 -1.027
O -0.971 0.344 -2.115
C -2.089 1.632 -0.470
C -2.919 1.875 0.598
C -3.114 3.271 0.635
C -2.392 3.772 -0.409
O -1.780 2.795 -1.076
C 0.237 -2.184 -0.326
O 0.678 -2.902 0.546
N 0.992 -1.436 -1.151
C 2.381 -1.160 -0.883
C 2.564 0.345 -0.559
C 1.639 0.736 0.555
C 0.906 1.873 0.735
C 0.192 1.698 1.945
C 0.542 0.468 2.407
O 1.417 -0.116 1.576
N 3.926 0.757 -0.251
C 4.794 0.819 -1.406
C 4.546 0.039 0.844
H -4.144 -3.875 -0.078
H -4.015 -2.144 -0.400
H -3.506 -3.310 -1.622
H -1.644 -4.064 -0.184
H -2.634 -3.848 1.997
H -1.178 -2.857 1.960
H -2.786 -2.104 1.861
H -1.391 -2.092 -1.720
H -2.012 -0.582 0.706
H -3.350 1.159 1.269
H -3.707 3.822 1.335
H -2.247 4.776 -0.758
H 0.517 -0.823 -1.809
H 2.988 -1.426 -1.754
H 2.672 -1.775 -0.030
H 2.255 0.925 -1.438
H 0.882 2.723 0.086
H -0.485 2.392 2.402
H 0.254 -0.084 3.280
H 5.063 -0.170 -1.806
H 4.311 1.397 -2.192
H 5.712 1.329 -1.117
H 5.408 0.614 1.185
H 3.843 -0.051 1.667
H 4.891 -0.965 0.560
*
```

Calculated values
SMILES: CC(C)[C@@H](NC(=O)c1ccco1)C(=O)NC[C@@H](c1ccco1)N(C)C
Orbital gap (eV): 8.9
LUMO energy (eV): 0.7

=====

Arrangement two

Computed, not measured: a structure of composition C18H25N3O4, with the ωB97M-V functional and the def2-TZVPD basis.

```
! wB97M-V def2-TZVPD RIJCOSX def2/J DEFGRID3
* xyz 0 1
C -5.582 -1.379 0.781
H -5.465 -2.470 0.828
O -4.152 -0.927 0.355
C -3.981 0.280 0.127
C -4.941 1.157 0.060
C -4.634 2.557 0.014
C -3.355 2.806 -0.179
C -2.345 1.939 -0.531
C -2.747 0.632 -0.256
N -1.780 -0.525 -0.208
C -0.536 -0.288 -0.443
O 0.066 0.614 -0.844
N 0.137 -1.886 -0.481
C -0.525 -2.873 -0.027
C 0.571 -4.008 -0.244
H 0.151 -5.014 -0.261
H 1.120 -4.210 0.902
C 1.505 -3.455 -1.063
H 2.658 -3.678 -1.091
C 1.460 -1.867 -0.697
H 1.646 -1.277 -1.771
C 2.402 -1.457 0.439
O 3.309 -2.241 0.783
N 2.357 -0.225 0.845
H 1.736 0.481 -0.048
C 3.448 0.380 1.546
H 2.912 0.391 2.524
H 4.224 -0.186 1.671
C 3.818 1.633 1.065
C 2.843 2.715 0.892
H 2.912 3.621 1.547
C 3.007 3.290 -0.709
H 2.157 3.719 -1.027
C 3.589 1.968 -1.322
H 4.207 2.276 -2.154
H 2.842 1.634 -1.590
O 4.459 1.459 -0.517
H 3.776 4.138 -0.293
H 1.798 2.353 0.901
H 4.610 2.144 1.682
H 1.273 -3.663 -1.999
H -1.161 -2.855 1.160
H -1.406 -3.232 -0.793
H -2.324 -1.496 0.031
H -1.403 2.194 -0.725
H -2.808 3.886 -0.553
H -5.233 3.322 0.055
H -5.866 0.980 0.489
H -6.295 -1.034 -0.220
H -6.101 -0.838 1.672
*
```

Calculated values
Orbital gap (eV): 8.2
LUMO energy (eV): 0.3

=====

Relative calculated energies, zero for the most stable structure, unit kJ/mol: arrangement one 0.0; arrangement two 1396.5.

=====

Arrangement one

Computed, not measured: an isolated molecule of H5P3S, with the ωB97M-V functional and the def2-TZVPD basis.

```
! wB97M-V def2-TZVPD RIJCOSX def2/J DEFGRID3
* xyz 0 1
P 2.453 1.057 -0.346
P 0.725 0.345 0.499
P -1.381 -0.306 -0.332
S -3.028 0.608 0.111
H 2.665 -0.148 -1.007
H 0.734 -0.720 1.413
H 0.221 1.289 1.377
H -1.295 -1.675 -0.016
H -1.095 -0.450 -1.700
*
```

Calculated values
SMILES: P=[PH2][PH2]=S
Orbital gap (eV): 7.4
LUMO energy (eV): -0.6

=====

Arrangement two

Computed, not measured: an isolated molecule of H5P3S, with the ωB97M-V functional and the def2-TZVPD basis.

```
! wB97M-V def2-TZVPD RIJCOSX def2/J DEFGRID3
* xyz 0 1
P 2.275 -0.410 0.211
P 0.369 0.686 0.294
P -2.057 -0.412 0.356
S -3.428 0.574 -0.672
H 1.905 -0.685 1.536
H 1.539 -1.596 -0.136
H -0.090 0.721 -1.091
H 0.659 2.160 0.252
H -1.172 -1.038 -0.749
*
```

Calculated values
SMILES: P[PH2]=[PH]=S
Orbital gap (eV): 7.2
LUMO energy (eV): -1.0

=====

Relative calculated energies, zero for the most stable structure, unit kJ/mol: arrangement one 0.0; arrangement two 29.5.

=====

Arrangement one

Computed, not measured: an isolated molecule of C21H25N3O5S, with the ωB97M-V functional and the def2-TZVPD basis.

```
! wB97M-V def2-TZVPD RIJCOSX def2/J DEFGRID3
* xyz 0 1
C -2.563 -3.994 2.415
N -2.393 -3.270 1.177
C -1.103 -2.937 0.736
C -0.028 -2.796 1.613
C 1.210 -2.402 1.140
C 1.402 -2.151 -0.212
C 2.713 -1.675 -0.758
O 3.332 -2.309 -1.593
N 3.147 -0.484 -0.280
C 2.399 0.375 0.613
C 2.596 1.846 0.189
N 2.780 1.992 -1.237
C 1.657 1.540 -2.062
C 0.316 1.953 -1.522
C -0.665 1.000 -1.300
C -1.928 1.326 -0.808
C -2.158 2.650 -0.532
C -1.179 3.622 -0.756
C 0.058 3.303 -1.255
O -1.671 4.852 -0.401
C -2.999 4.630 0.021
O -3.284 3.249 -0.024
C 4.039 1.372 -1.630
C 4.363 0.104 -0.803
C 0.350 -2.375 -1.095
C -0.892 -2.758 -0.629
S -3.602 -2.143 0.887
C -3.222 -0.781 2.029
O -4.841 -2.739 1.277
O -3.475 -1.640 -0.445
H -2.293 -3.409 3.300
H -1.960 -4.901 2.385
H -3.616 -4.260 2.475
H -0.153 -2.983 2.668
H 2.032 -2.289 1.831
H 2.739 0.237 1.648
H 1.339 0.120 0.557
H 1.733 2.433 0.507
H 3.486 2.265 0.666
H 1.659 0.451 -2.204
H 1.800 2.004 -3.046
H -0.464 -0.037 -1.522
H -2.680 0.566 -0.672
H 0.809 4.055 -1.431
H -3.124 4.999 1.051
H -3.693 5.173 -0.643
H 3.991 1.130 -2.691
H 4.838 2.107 -1.484
H 5.015 0.353 0.040
H 4.853 -0.649 -1.420
H 0.517 -2.251 -2.155
H -1.715 -2.902 -1.308
H -3.877 0.043 1.777
H -2.187 -0.500 1.878
H -3.407 -1.116 3.040
*
```

Calculated values
SMILES: CN(c1ccc(C(=O)N2CCN(Cc3ccc4c(c3)OCO4)CC2)cc1)S(C)(=O)=O
Orbital gap (eV): 8.6
LUMO energy (eV): 0.4

=====

Arrangement two

Computed, not measured: an isolated molecule of C21H25N3O5S, with the ωB97M-V functional and the def2-TZVPD basis.

```
! wB97M-V def2-TZVPD RIJCOSX def2/J DEFGRID3
* xyz 0 1
C 4.229 -3.008 5.025
O 5.144 -1.941 4.938
C 5.133 -1.267 3.709
C 3.878 -0.416 3.475
O 2.887 -1.176 2.785
C 2.126 -0.525 1.905
O 2.235 0.678 1.708
C 1.160 -1.357 1.197
C 0.295 -0.767 0.286
N 0.256 0.561 -0.031
C -0.630 1.044 -0.951
O -1.415 0.309 -1.510
C -0.527 2.553 -1.162
N -1.436 3.076 -2.130
C -2.805 3.002 -1.984
C -3.548 2.716 -0.851
C -4.932 2.767 -0.948
C -5.559 3.094 -2.136
C -4.807 3.385 -3.271
C -3.438 3.337 -3.186
C -2.390 3.620 -4.224
C -1.083 3.161 -3.545
C -0.600 1.826 -4.113
S -0.770 -1.880 -0.452
C -0.055 -3.196 0.464
C -0.552 -4.571 0.283
N -1.592 -4.696 -0.577
O -0.083 -5.543 0.845
C 0.951 -2.769 1.292
C 1.739 -3.659 2.186
H 3.194 -2.662 4.947
H 4.385 -3.464 6.000
H 4.413 -3.751 4.240
H 6.005 -0.610 3.738
H 5.242 -1.975 2.874
H 3.469 -0.090 4.437
H 4.117 0.468 2.877
H 0.945 1.127 0.472
H 0.496 2.801 -1.461
H -0.718 3.034 -0.193
H -3.077 2.450 0.082
H -5.527 2.541 -0.075
H -6.637 3.121 -2.186
H -5.293 3.641 -4.201
H -2.363 4.688 -4.456
H -2.571 3.079 -5.153
H -0.286 3.909 -3.658
H 0.330 1.510 -3.644
H -1.351 1.059 -3.939
H -0.426 1.920 -5.182
H -2.009 -3.916 -1.053
H -1.964 -5.617 -0.731
H 1.583 -3.373 3.224
H 1.431 -4.690 2.044
H 2.800 -3.560 1.969
*
```

Calculated values
SMILES: COCCOC(=O)c1c(NC(=O)CN2c3ccccc3C[C@@H]2C)sc(C(N)=O)c1C
Orbital gap (eV): 7.9
LUMO energy (eV): 0.3

=====

Relative calculated energies, zero for the most stable structure, unit kJ/mol: arrangement one 213.8; arrangement two 0.0.